[1]
ORCA calculation (ωB97M-V with the def2-TZVPD basis set) on the molecule C4H7NO.

Last column: Löwdin charge in e.
Cartesian coordinates (Å):
C: -0.67 0.87 -0.48  -0.35
N: 0.12 -0.49 1.96  0.09
C: -0.01 -0.64 -0.41  -0.16
C: 0.09 -1.23 0.81  -0.19
C: 0.72 0.89 -0.71  -0.04
O: -1.50 1.09 -1.54  -0.03
H: -1.02 1.46 -2.30  0.09
H: -0.14 -0.96 2.82  0.09
H: -0.26 0.45 1.84  0.08
H: -0.04 -1.25 -1.31  0.11
H: 0.17 -2.30 0.92  0.12
H: 1.41 1.04 0.12  0.09
H: 1.13 1.09 -1.71  0.10

Values from the calculation:
E in eV: -7795.20433

[2]
ORCA calculation (ωB97M-V with the def2-TZVPD basis set) on a cluster of 2 separate species, C2H5ClNO2S in total at a distorted geometry.

Last column: Löwdin charge in e.
Cartesian coordinates (Å):
C: -0.87 -0.95 -0.13  -0.14
C: -0.86 0.49 0.30  -0.44
N: -2.14 1.05 0.67  -0.39
O: 2.81 0.44 0.98  -0.69
O: 4.48 -0.07 -0.74  -0.70
S: 3.05 0.27 -0.46  0.46
Cl: -3.24 1.13 -0.67  0.48
H: -1.07 -1.64 0.70  0.06
H: -1.55 -1.37 -0.97  0.07
H: 0.24 -0.98 -0.63  0.10
H: -0.44 0.52 1.31  0.11
H: -0.41 1.13 -0.35  0.07

Values from the calculation:
Charge: -1
E in eV: -31095.69107

[3]
ORCA calculation (ωB97M-V with the def2-TZVPD basis set) on a structure of composition C4H5NO at a distorted geometry.

Last column: Löwdin charge in e.
Cartesian coordinates (Å):
C: -0.11 -0.53 1.24  -0.05
C: -0.50 -0.27 -0.13  -0.14
C: -0.32 0.78 -1.01  -0.39
O: -1.11 1.45 -0.19  0.04
C: 1.35 0.24 -0.96  -0.15
N: 2.51 0.30 -1.11  0.11
H: 0.21 -1.56 1.34  0.10
H: 0.66 0.15 1.57  0.09
H: -0.99 -0.41 1.87  0.11
H: -1.23 -0.92 -0.54  0.13
H: -0.49 0.76 -2.07  0.14

Values from the calculation:
E in eV: -7760.93557

[4]
ORCA calculation (ωB97M-V with the def2-TZVPD basis set) on the molecule C22H28N2O3S at a distorted geometry.

Last column: Löwdin charge in e.
Cartesian coordinates (Å):
C: -0.38 -5.57 -2.62  -0.13
C: 0.49 -4.68 -1.79  -0.29
H: 1.51 -5.01 -1.95  0.11
C: 0.34 -3.27 -2.17  -0.41
N: 1.21 -2.51 -1.66  -0.21
S: 2.18 -1.31 -2.50  0.69
O: 2.26 -1.66 -3.93  -0.29
O: 3.30 -1.11 -1.77  -0.23
C: 1.00 0.00 -2.12  -0.18
C: -0.21 0.18 -2.76  -0.06
C: -0.99 1.03 -2.23  -0.13
C: -0.75 1.90 -1.36  -0.28
C: 0.40 2.09 -1.01  -0.05
C: 1.49 1.07 -1.13  0.12
H: 2.32 0.95 -0.81  -0.01
H: 0.97 2.82 -0.21  0.20
C: -1.72 3.23 -1.16  -0.26
O: -2.23 3.82 -1.92  0.25
N: -1.97 3.34 0.46  0.02
C: -1.26 2.50 1.35  -0.19
C: -1.46 1.02 1.18  0.09
C: -0.62 0.26 2.22  -0.05
C: -0.21 0.89 3.42  -0.10
C: -0.15 2.30 3.48  -0.04
C: -1.06 2.91 2.65  -0.09
C: -1.09 4.62 2.66  0.00
C: -2.53 4.95 1.99  -0.24
C: -2.65 4.48 0.84  -0.37
H: -2.15 5.33 -0.03  0.20
H: -3.66 4.44 0.40  0.15
H: -3.20 4.25 2.87  0.21
H: -2.82 5.86 2.26  0.08
H: -0.33 5.11 2.01  0.13
H: -0.93 4.91 3.51  -0.01
H: 0.05 2.75 4.29  0.04
H: 0.22 0.28 4.29  0.12
H: -0.98 -0.81 2.12  0.11
H: -1.59 0.75 0.34  -0.03
H: -2.01 1.17 -2.82  0.19
H: -0.27 -0.71 -3.41  0.14
C: 1.38 -2.10 -0.14  -0.12
H: 1.44 -1.22 0.08  -0.03
C: 2.57 -2.80 0.59  -0.25
C: 2.41 -2.42 2.01  -0.17
H: 1.52 -3.07 2.61  0.14
H: 3.20 -2.63 2.69  0.03
H: 2.27 -1.24 2.24  0.12
H: 3.34 -2.08 0.16  0.12
H: 2.54 -3.88 0.62  0.11
H: 0.50 -2.88 0.28  0.18
H: -0.66 -3.00 -1.82  0.14
H: 0.48 -3.18 -3.18  0.11
H: 0.26 -4.88 -0.64  0.15
H: -0.25 -5.39 -3.75  0.11
H: -1.42 -5.19 -2.41  0.08
H: -0.12 -6.61 -2.30  0.08

Values from the calculation:
SMILES: CCCN(CCC)S(=O)(=O)c1ccc(C(=O)N2CCCc3ccccc32)cc1
E in eV: -43206.51120

[5]
ORCA calculation (ωB97M-V with the def2-TZVPD basis set) on a structure of composition C16H20AgClF3N2O2 at a distorted geometry.

Last column: Löwdin charge in e.
Cartesian coordinates (Å):
Ag: 1.71 2.32 -1.87  0.67
C: -0.63 4.20 -1.42  -0.38
O: 0.72 4.75 -1.11  -0.17
O: -0.62 2.80 -1.35  -0.32
C: -1.79 5.07 -0.85  -0.59
F: -1.78 6.26 -1.49  0.14
F: -2.94 4.52 -1.22  0.17
F: -1.82 5.37 0.43  0.17
C: 1.05 4.93 0.27  -0.28
C: 2.52 5.28 0.44  -0.07
H: 3.14 4.46 0.05  0.04
H: 2.80 6.11 -0.21  0.08
H: 2.82 5.49 1.46  0.09
H: 0.85 4.11 0.95  0.12
H: 0.44 5.76 0.62  0.11
H: -0.61 4.21 -2.51  0.14
C: 2.06 -5.56 3.83  0.04
N: 1.33 -4.78 2.79  -0.07
C: 1.47 -3.45 2.79  0.02
C: 0.93 -2.66 1.78  0.05
C: 0.05 -3.22 0.83  -0.12
C: -0.10 -4.65 0.85  0.08
C: 0.50 -5.42 1.90  0.07
C: -0.73 -2.36 -0.10  -0.13
C: -2.08 -2.67 -0.34  0.08
C: -2.78 -1.86 -1.34  0.07
N: -2.11 -0.86 -1.94  -0.07
C: -0.76 -0.57 -1.75  0.04
C: -0.09 -1.30 -0.79  0.05
C: -2.79 -0.13 -3.03  0.05
H: 2.39 -4.89 4.62  0.11
H: 3.02 -5.85 3.41  0.12
H: 1.61 -6.48 4.21  0.12
H: 2.21 -3.03 3.46  0.15
H: 1.09 -1.60 1.76  0.14
H: -0.69 -5.18 0.12  0.13
H: 0.49 -6.49 1.97  0.15
H: -2.57 -3.53 0.10  0.13
H: -3.82 -2.11 -1.49  0.15
H: -0.37 0.27 -2.30  0.11
H: 0.98 -1.22 -0.66  0.13
H: -2.69 0.93 -2.78  0.11
H: -3.82 -0.48 -3.03  0.11
H: -2.32 -0.33 -3.99  0.12
Cl: 3.74 3.81 -3.10  0.17

Values from the calculation:
Charge: +2
E in eV: -48646.04449
Spin multiplicity: 2

[6]
ORCA calculation (ωB97M-V with the def2-TZVPD basis set) on a structure of composition C3H14MnNOS at a distorted geometry.

Last column: Löwdin charge in e.
Cartesian coordinates (Å):
C: -1.57 1.57 -1.78  -0.31
Mn: -1.68 1.67 0.44  0.25
N: -0.80 0.22 1.86  -0.08
H: -2.29 2.60 1.99  -0.01
H: -1.07 -0.71 1.52  0.02
H: -1.92 1.99 2.36  0.00
H: -2.38 2.19 -2.24  -0.09
H: -1.67 0.52 -2.11  -0.07
H: -0.61 1.97 -2.14  -0.08
H: 0.21 0.23 1.75  0.00
H: -1.01 0.28 2.85  0.01
C: 1.18 -2.58 -0.08  -0.38
S: 0.81 -1.21 -1.18  0.67
C: 2.18 -0.07 -0.81  -0.36
O: -0.39 -0.59 -0.51  -0.67
H: 1.73 -3.34 -0.64  0.00
H: 0.21 -2.97 0.26  0.03
H: 1.76 -2.20 0.76  -0.01
H: 3.12 -0.61 -1.00  0.02
H: 2.09 0.78 -1.50  0.03
H: 2.09 0.26 0.23  0.01

Values from the calculation:
Charge: -1
E in eV: -49025.04914
Spin multiplicity: 6